[1]
Density functional theory data (ωB97M-V/def2-TZVPD) for a structure of composition C22H20FeN2O2.

Results
HOMO energy (alpha / beta) (eV): 2.5122 / -3.9418
⟨S²⟩: 6.01
Orbital gap (alpha / beta) (eV): 2.0 / 5.9
F_max (eV Å⁻¹): 6.33

The geometry in ORCA input format:
```
! wB97M-V def2-TZVPD RIJCOSX def2/J DEFGRID3
* xyz -2 5
C 1.7303 -2.3563 4.0505
C 0.5859 -1.6430 3.3998
C 0.5519 -1.2351 2.0980
N -0.4798 -0.5035 1.5372
C -1.6201 -0.2002 2.2965
O -2.5992 0.4082 1.8676
N -1.5587 -0.6398 3.6018
C -0.5480 -1.3236 4.2574
O -0.6730 -1.5856 5.4470
H 1.4672 -2.5526 5.0998
H 1.9642 -3.3201 3.5703
H 2.6501 -1.7491 4.0412
H 1.3780 -1.4595 1.4248
H -2.3579 -0.3678 4.1615
C 1.2358 3.9084 -0.9352
C -0.1264 3.4044 -1.0173
C -0.3079 2.8162 -2.3322
C 0.9379 2.9556 -3.0610
C 1.8913 3.6322 -2.2014
Fe 1.2145 1.9834 -1.3763
C 2.4978 0.6230 -2.0110
C 2.9095 1.1813 -0.7397
C 1.8374 0.9697 0.2074
C 0.7436 0.2732 -0.4687
C -0.5730 -0.1359 0.1256
C -1.3859 -1.1484 -0.7032
C -2.7765 -1.0176 -0.6858
C -3.5976 -1.9027 -1.3786
C -3.0077 -2.9488 -2.1044
C -1.6119 -3.0601 -2.1901
C -0.8081 -2.1750 -1.4576
C 1.1630 0.0950 -1.8552
H 1.6589 4.4676 -0.1062
H -0.9028 3.5388 -0.2678
H -1.2450 2.4374 -2.7347
H 1.0965 2.6793 -4.0991
H 2.8927 3.9469 -2.4779
H 3.1018 0.5355 -2.9143
H 3.8801 1.6162 -0.4962
H 1.8377 1.2299 1.2659
H -1.1931 0.7707 0.1211
H -3.2063 -0.2092 -0.1006
H -4.6824 -1.7603 -1.3365
H -3.6526 -3.6719 -2.6135
H -1.1450 -3.8286 -2.8164
H 0.2756 -2.2753 -1.4863
H 0.5571 -0.4030 -2.6062
*
```

Löwdin population analysis, charges in e, atoms 1 to 4:
1 C -0.217
2 C -0.172
3 C -0.063
4 N 0.074

[2]
Density functional theory data (ωB97M-V/def2-TZVPD) for the molecule CHO2PS.

Results
HOMO energy (eV): -10.0227
Orbital gap (eV): 7.8
F_max (eV Å⁻¹): 3.39

The geometry in ORCA input format:
```
! wB97M-V def2-TZVPD RIJCOSX def2/J DEFGRID3
* xyz 0 1
O 0.4938 0.3074 -2.1760
C 0.3216 0.6499 -1.0008
O -0.0505 -0.1171 0.0371
P -0.5767 -0.2581 1.9239
S -0.9902 -2.0862 1.8029
H 0.8020 1.5041 -0.5870
*
```

Löwdin population analysis, charges in e, atoms 1 to 4:
1 O 0.036
2 C -0.431
3 O -0.441
4 P 0.510

[3]
Density functional theory data (ωB97M-V/def2-TZVPD) for a structure of composition C31H64AsN3O2OsP2Si3.

Results
HOMO energy (alpha / beta) (eV): -13.8217 / -13.8923
⟨S²⟩: 6.02
Orbital gap (alpha / beta) (eV): 8.1 / 6.0
F_max (eV Å⁻¹): 0.94

The geometry in ORCA input format:
```
! wB97M-V def2-TZVPD RIJCOSX def2/J DEFGRID3
* xyz 2 5
Os -0.0052 0.2409 -0.5353
C 0.4355 0.5531 3.1255
P -0.2924 -0.5414 1.8574
C 0.8961 -1.9661 1.8442
N 0.6055 -3.0060 2.5760
C 1.4546 -4.0669 2.5660
C 1.1478 -5.2205 3.3238
C 1.9969 -6.2851 3.2817
C 3.1843 -6.2451 2.5008
C 3.5037 -5.1441 1.7670
C 2.6307 -4.0314 1.7817
N 2.8971 -2.9505 1.0046
C 2.0651 -1.9450 1.0212
P 2.3915 -0.6028 -0.2117
C 3.0136 -1.5937 -1.5975
C 3.8842 0.3506 0.3948
C 4.1349 1.4935 -0.5956
C 3.6128 0.9432 1.7758
C 5.1018 -0.5779 0.4448
C -1.8626 -1.1398 2.6980
C -2.8335 0.0405 2.6885
C -1.5868 -1.5401 4.1546
C -2.5016 -2.3052 1.9341
H 0.8996 -0.0771 3.8833
H -0.3487 1.1446 3.5888
H 1.1772 1.2244 2.7159
H 0.2414 -5.2314 3.9201
H 1.7689 -7.1787 3.8488
H 3.8393 -7.1087 2.4903
H 4.4029 -5.0984 1.1647
H 3.7421 -2.2851 -1.1819
H 3.4766 -0.9592 -2.3502
H 2.2007 -2.1582 -2.0422
H 3.3161 2.2182 -0.5876
H 4.2759 1.1357 -1.6196
H 5.0497 2.0192 -0.3062
H 2.8131 1.6859 1.7370
H 4.5136 1.4590 2.1189
H 3.3686 0.1765 2.5185
H 5.4684 -0.8303 -0.5515
H 4.9136 -1.4996 0.9925
H 5.8988 -0.0362 0.9617
H -2.5819 0.7883 3.4393
H -3.8360 -0.3343 2.9169
H -2.8718 0.5205 1.7143
H -1.2562 -0.6984 4.7673
H -0.8663 -2.3473 4.2344
H -2.5371 -1.8894 4.5702
H -2.8848 -1.9943 0.9659
H -3.3462 -2.6669 2.5259
H -1.8127 -3.1385 1.7962
O -1.9162 -1.1625 -0.9258
N -1.3327 -2.2511 -1.0254
O -0.1077 -2.1150 -0.8402
C -1.4449 3.7926 2.5305
Si -2.5524 3.6927 1.0501
C -2.6245 5.3207 0.2029
C -4.2698 3.2230 1.5144
As -1.5318 2.1808 -0.6185
Si 0.2174 3.7295 -1.3629
C -0.3960 5.2590 -2.2074
C 1.0818 4.0613 0.2450
C 1.4192 2.9023 -2.5095
Si -3.5445 1.6814 -1.9196
C -4.5632 0.7115 -0.7259
C -4.1330 3.3912 -2.3007
C -3.3805 0.7165 -3.4735
H -2.0229 3.5755 3.4351
H -1.0519 4.8121 2.6239
H -0.5986 3.1139 2.4814
H -2.8744 6.0613 0.9743
H -3.4046 5.3510 -0.5617
H -1.6822 5.6201 -0.2515
H -4.6563 4.0978 2.0570
H -4.3296 2.3628 2.1780
H -4.9242 3.0528 0.6569
H -0.3819 6.1196 -1.5325
H -1.4022 5.1656 -2.6249
H 0.2919 5.4725 -3.0344
H 0.5166 4.7334 0.8991
H 2.0533 4.5290 0.0372
H 1.2617 3.1285 0.7932
H 1.0505 2.8849 -3.5389
H 1.6876 1.8818 -2.2308
H 2.3356 3.5074 -2.4919
H -4.3166 0.8919 0.3182
H -4.4119 -0.3496 -0.9353
H -5.6249 0.9494 -0.8716
H -4.7524 3.8065 -1.4989
H -4.7428 3.3542 -3.2114
H -3.3000 4.0753 -2.4839
H -3.1082 -0.3244 -3.2884
H -2.6968 1.1523 -4.2076
H -4.3932 0.7301 -3.9022
C 0.5631 -1.7749 -3.9667
C 0.7873 -0.2974 -3.6388
C 0.7181 0.5053 -4.9475
C -0.2855 0.2809 -2.6861
H 1.3498 -2.1415 -4.6334
H -0.3945 -1.8940 -4.4871
H 0.5383 -2.4177 -3.0899
H 1.7881 -0.1606 -3.2285
H -0.2649 0.3839 -5.4122
H 1.4679 0.1396 -5.6525
H 0.8942 1.5718 -4.7940
H -1.2226 -0.2250 -2.8613
H -0.4413 1.3308 -2.9129
*
```

Löwdin population analysis, charges in e, atoms 1 to 4:
1 Os 1.107
2 C -0.213
3 P 0.943
4 C -0.399